A 2-piece molecular cluster, C6H12O overall in a non-equilibrium geometry, computed with the ωB97M-V functional and the def2-TZVPD basis.

CARTESIAN COORDINATES (ANGSTROEM)
H: 1.108 -2.307 -0.270
C: -0.327 -0.147 0.090
O: -1.738 3.529 -1.317
H: 0.595 -0.277 -1.899
H: -1.123 0.528 0.369
C: 1.462 -1.753 0.601
H: 2.437 -1.340 0.326
H: -2.328 -0.965 -2.042
C: -0.319 -0.508 -1.349
C: -1.390 -0.435 -2.167
H: -0.002 0.651 2.601
C: 0.546 -0.635 0.977
H: -1.215 -0.063 -3.170
H: 1.622 -2.504 1.370
H: -1.100 4.250 -1.317
H: -1.394 2.850 -0.729
H: 1.741 0.204 2.441
C: 0.708 -0.131 2.380
H: 0.719 -0.946 3.108

Computed properties:
M: 100.16 g mol⁻¹
HOMO-LUMO gap: 9.2 eV
SMILES: C=CC=C(C)C.O
energy relative to the best compared isomer or geometry (same formula, charge and spin): 2.331 eV
E_tot: -8462.0229 eV